Below is 3 unconnected molecules or ions with the total composition C19H48Br2N7O2P2, with properties calculated with wB97M-V/def2-TZVPD.

Electronic energy (eV): -193656.0574
Multiplicity: 1
Total charge: +1
Gap between HOMO and LUMO (eV): 4.925

Last column: Mulliken charge in e.
Positions of all 80 atoms, in Å:
C -3.89942 0.78196 3.78758  -1.487
C -5.30030 0.17742 4.18204  0.309
C -5.89177 -0.87855 3.16764  -0.530
Br -4.79981 -1.14171 1.53456  -0.085
C -7.43044 -0.61413 2.79602  0.315
C -7.32983 0.56512 1.79688  -0.508
N -7.89471 1.65604 2.24399  0.081
C -8.52626 1.42281 3.56927  -0.347
Br -8.15068 2.76331 4.98781  -0.057
C -8.37936 -0.11890 3.95367  -0.654
H -3.99291 1.56744 2.99592  0.321
H -3.52939 1.32778 4.69778  0.383
H -3.11887 0.02945 3.54489  0.407
H -5.18564 -0.31328 5.18270  0.309
H -5.98309 1.05086 4.35898  -0.135
H -5.89469 -1.87164 3.68422  0.496
H -7.80123 -1.60219 2.44389  0.433
H -6.86103 0.63484 0.79362  0.447
H -7.95421 2.55785 1.77577  0.264
H -9.61896 1.52076 3.33950  0.415
H -7.98761 -0.19046 4.99033  0.335
H -9.43540 -0.47398 3.88359  0.289
O -0.36735 0.14402 2.60352  -0.676
P 1.00138 -0.42221 2.18524  0.808
N 1.53897 -0.68079 3.81178  0.130
C 2.90423 -0.56269 4.29285  -0.906
C 0.95544 -1.89625 4.38646  -1.040
N 1.53126 1.15942 1.56060  0.240
C 2.49686 2.02010 2.25635  -1.213
C 0.42302 2.07097 1.21462  -1.161
N 2.47577 -1.22288 1.56782  0.116
C 3.65902 -0.61813 0.99865  -1.071
C 2.03766 -2.24404 0.59698  -1.311
H 3.55085 -1.38063 3.95343  0.336
H 2.91575 -0.57990 5.38667  0.377
H 3.36250 0.38332 4.01658  0.233
H 1.35998 -2.79824 3.90558  0.336
H -0.13030 -1.90043 4.25464  0.204
H 1.14409 -1.96441 5.45958  0.362
H 2.21735 2.16513 3.30605  0.365
H 2.53130 3.00823 1.79099  0.425
H 3.52133 1.67470 2.19003  0.255
H -0.02517 2.52673 2.10952  0.365
H -0.35858 1.55719 0.65448  0.328
H 0.77557 2.88445 0.57314  0.324
H 3.44768 0.07978 0.18442  0.260
H 4.32349 -1.38572 0.59062  0.495
H 4.27212 -0.14876 1.76460  0.257
H 1.60937 -1.77447 -0.29637  0.400
H 1.27411 -2.89435 1.04376  0.374
H 2.85837 -2.89385 0.28862  0.421
O 3.80580 -0.70844 -2.68796  -0.736
P 2.99132 -0.63098 -3.99097  0.890
N 4.30984 -1.11617 -5.00280  0.121
C 4.57029 -0.65129 -6.35340  -0.919
C 4.50733 -2.56867 -4.97257  -1.090
N 2.90620 1.13883 -3.84503  0.130
C 3.70286 2.05399 -4.67328  -1.127
C 3.10356 1.62489 -2.45871  -1.031
N 1.88563 -0.62907 -5.39812  0.037
C 1.38606 0.51331 -6.14322  -1.018
C 0.70195 -1.43836 -5.01033  -1.206
H 3.86317 -1.05319 -7.08934  0.335
H 5.57001 -0.96443 -6.66779  0.376
H 4.57368 0.43328 -6.42708  0.236
H 3.67996 -3.09358 -5.47146  0.330
H 4.56292 -2.92723 -3.94116  0.255
H 5.44095 -2.85767 -5.45842  0.371
H 4.76253 1.77571 -4.66800  0.355
H 3.63422 3.07419 -4.28799  0.404
H 3.34916 2.14565 -5.69319  0.249
H 4.16410 1.59147 -2.17032  0.351
H 2.52611 1.04361 -1.73925  0.085
H 2.76903 2.66127 -2.35089  0.449
H 0.93076 1.28199 -5.51119  0.330
H 0.62082 0.18948 -6.85610  0.418
H 2.15696 0.94016 -6.77986  0.241
H 0.12015 -0.93661 -4.22696  0.398
H 1.01963 -2.41582 -4.62658  0.352
H 0.04463 -1.63345 -5.85992  0.387

---

Below is 10 unconnected molecules or ions with the total composition C19H48Br3F9N4O13S3, with properties calculated with wB97M-V/def2-TZVPD.

Electronic energy (eV): -320140.0747
Multiplicity: 1
Total charge: -2
Gap between HOMO and LUMO (eV): 2.483

Last column: Mulliken charge in e.
Positions of all 99 atoms, in Å:
C 2.63967 -8.09187 -1.66779  -1.631
C 3.55815 -6.88079 -1.64748  0.498
C 4.64137 -6.89181 -0.50911  -0.868
O 5.49594 -5.71766 -0.50582  -0.310
C 6.29104 -5.70986 0.69826  -0.748
N 4.31424 -6.84616 -2.96160  -0.258
H 5.02752 -6.15364 -3.13977  0.335
H 4.49595 -7.75498 -3.36300  0.350
H 3.53944 -6.59172 -3.55745  0.413
H 2.11308 -8.27073 -0.73033  0.374
H 3.17051 -9.03517 -1.79627  0.438
H 1.81309 -8.14587 -2.37626  0.439
H 2.85002 -6.08221 -1.42628  0.191
H 5.24676 -7.79677 -0.45744  0.420
H 4.14104 -6.86657 0.45894  0.440
H 6.78263 -6.65778 0.91712  0.292
H 5.55778 -5.52592 1.48352  0.331
H 6.94619 -4.83874 0.69315  0.284
C 0.43779 -1.15152 2.02062  -1.351
C -0.07296 -0.11445 1.01048  0.129
C 0.46473 -0.37144 -0.43876  -0.630
O 0.05555 0.79374 -1.11536  -0.353
C -0.11905 0.68491 -2.57474  -0.715
N -1.65590 0.08804 1.05816  -0.318
H -2.04570 0.75628 0.40883  0.321
H -2.00415 -0.83675 0.84942  0.380
H -1.85867 0.34570 2.01345  0.371
H 1.50222 -1.29075 1.83163  0.343
H -0.06573 -2.10811 1.88090  0.417
H 0.46615 -0.88279 3.07660  0.416
H 0.20893 0.88966 1.32735  0.291
H 0.14563 -1.28849 -0.93404  0.511
H 1.54989 -0.33576 -0.34255  0.292
H 0.17383 -0.26052 -3.03133  0.362
H 0.44882 1.51737 -2.99023  0.233
H -1.16628 0.80970 -2.85013  0.285
C 5.27038 5.65284 -0.62009  -1.273
C 4.32935 6.78585 -0.01410  0.200
C 2.96688 6.74055 -0.73869  -0.820
O 1.92728 7.53180 -0.10752  -0.329
C 0.61972 7.16092 -0.60265  -0.695
N 4.06620 6.30737 1.46640  -0.328
H 3.51141 5.46728 1.54732  0.344
H 4.93051 6.34924 1.98726  0.356
H 3.54020 6.99612 1.98512  0.346
H 6.11943 5.33924 -0.01277  0.364
H 5.64531 5.79559 -1.63357  0.381
H 4.66455 4.75737 -0.75870  0.388
H 4.82323 7.75707 -0.04463  0.350
H 2.77594 5.66746 -0.72674  0.349
H 3.06099 6.88581 -1.81486  0.484
H 0.52316 6.08056 -0.49497  0.295
H 0.38869 7.35356 -1.65033  0.316
H -0.18367 7.65353 -0.05493  0.273
C -6.21585 -0.60983 6.66204  -1.499
C -6.00211 -1.95970 7.32151  0.247
C -4.54152 -2.37075 7.56715  -0.801
O -4.54702 -3.57922 8.33346  -0.384
C -3.32429 -3.97618 8.80351  -0.715
N -6.78378 -1.81118 8.62769  -0.249
H -6.73426 -0.87671 9.00771  0.356
H -7.74885 -1.91336 8.34783  0.370
H -6.48205 -2.52442 9.27603  0.324
H -5.77862 0.26532 7.14272  0.450
H -7.29231 -0.47672 6.55428  0.455
H -5.73731 -0.64510 5.68334  0.387
H -6.41822 -2.81054 6.78205  0.296
H -3.98377 -1.52005 7.95868  0.453
H -4.15764 -2.58888 6.57057  0.446
H -2.60218 -3.54781 8.10841  0.362
H -3.23885 -5.06265 8.78362  0.250
H -3.23234 -3.84065 9.88114  0.248
C -8.88280 4.09644 0.10078  0.560
F -8.55302 4.50021 1.35607  -0.222
F -9.08462 2.74380 0.03625  -0.224
F -10.03472 4.71572 -0.23904  -0.223
S -7.40717 4.48808 -1.12665  1.060
O -6.19684 3.82928 -0.52017  -0.673
O -7.80221 3.92377 -2.44464  -0.617
O -7.20035 5.96421 -1.08827  -0.660
C -3.98615 3.60977 -8.92434  0.605
F -3.68286 4.48146 -7.94592  -0.231
F -2.91860 2.94254 -9.33770  -0.221
F -4.84161 2.78828 -8.49486  -0.209
S -4.92248 4.48082 -10.39621  1.072
O -3.98452 5.35209 -11.06748  -0.697
O -5.27929 3.46055 -11.36305  -0.662
O -5.99170 5.23766 -9.77648  -0.657
C 7.72260 -0.50528 -4.69381  0.585
F 7.57352 0.21299 -5.87433  -0.239
F 8.38583 0.33556 -3.86822  -0.238
F 6.64393 -0.96424 -4.14296  -0.192
S 8.89602 -1.98515 -5.01505  1.087
O 9.19012 -2.44756 -3.63771  -0.701
O 8.09181 -2.92142 -5.73442  -0.649
O 10.07729 -1.49902 -5.68838  -0.653
Br -4.27985 -5.36743 0.48601  -0.989
Br -0.00706 -4.56113 -7.71031  -0.993
Br -0.77336 3.26771 6.67487  -0.994

---

Q: The lowest total charge belongs to which entry?
A: C19H48Br3F9N4O13S3

---

Q: Among the records above, which one has the lowest electronic energy?
A: C19H48Br3F9N4O13S3

---

Q: total charge of number 1 (C19H48Br2N7O2P2)?
A: +1